# 1
16
Properties=species:S:1:pos:R:3:mulliken_charge:R:1 method="wB97M-V/def2-TZVPD" smiles=CSC.CSS lumo_ev=0.5 de_lowest_kcal_mol=12.7 orbital_gap_ev=8.95
C -1.78 1.85 2.13 -0.843
S -2.32 0.72 0.86 -0.054
C -2.30 -0.81 1.85 -0.747
H -2.62 1.87 2.82 0.287
H -0.77 1.73 2.52 0.272
H -1.71 2.82 1.64 0.302
H -2.92 -0.56 2.70 0.288
H -1.31 -1.23 2.01 0.222
H -2.80 -1.53 1.18 0.284
C 2.92 -0.28 -2.53 -0.775
S 1.32 0.07 -1.66 -0.010
S 1.50 -1.27 -0.10 -0.215
H 2.68 -0.57 -3.56 0.297
H 3.64 0.52 -2.42 0.267
H 3.29 -1.24 -2.17 0.278
H 1.49 -0.42 0.97 0.148

# 2
9
Properties=species:S:1:pos:R:3:mulliken_charge:R:1 method="wB97M-V/def2-TZVPD" charge=-1 lumo_ev=3.5 de_lowest_kcal_mol=20.7 orbital_gap_ev=8.51
C -0.11 0.73 1.42 0.052
C -0.98 -0.29 1.50 -0.830
C -0.06 -0.13 0.37 -0.184
O 2.56 -2.01 -0.77 -0.538
O 2.91 -1.37 1.55 -0.505
S 2.19 -1.11 0.34 0.607
Br 3.07 0.96 -0.58 -0.443
H 0.40 1.37 2.09 0.321
H 0.33 0.00 -0.59 0.521